# 1
Here is a single CH4NO2PS3 molecule from OMol25. Energies are from the ωB97M-V functional and the def2-TZVPD basis.

- total charge = 0
- E_LUMO (eV) = -0.131
- multiplicity = 1
- Kohn-Sham gap (eV) = 9.133
- SMILES string = O=C(OS)N(S)[PH2]=S
- molecular weight (Da) = 189.2
- HOMO level (hartree) = -0.3404
- energy above the lowest of the compared OMol25 structures with the same formula, charge and spin (kcal/mol) = 0.00

The geometry in XYZ format:
```
12
CH4NO2PS3 (the ωB97M-V functional and the def2-TZVPD basis)
O 0.684 -0.110 2.340
C 0.729 -0.146 1.159
O 1.523 -1.058 0.504
S 0.764 -2.169 -0.478
N 0.058 0.814 0.333
S 0.983 1.376 -1.067
P -1.562 0.481 -0.103
S -2.722 0.039 1.358
H 0.750 -1.436 -1.604
H 2.186 1.078 -0.577
H -1.876 1.653 -0.794
H -1.516 -0.523 -1.071
```

---

# 2
Here is a molecular structure, C30H48N4O8P2SScSe2Te2 from OMol25. Energies are from the ωB97M-V functional and the def2-TZVPD basis.

- total charge = +1
- E_LUMO (eV) = -2.222
- multiplicity = 1
- Kohn-Sham gap (eV) = 5.935
- molecular weight (Da) = 1144.8
- HOMO level (hartree) = -0.2998
- energy above the lowest of the compared OMol25 structures with the same formula, charge and spin (kcal/mol) = 42.80

The geometry in XYZ format:
```
98
C30H48N4O8P2SScSe2Te2 (the ωB97M-V functional and the def2-TZVPD basis)
Sc 7.578 4.708 20.027
N 10.005 1.098 21.422
C 11.210 1.415 22.027
C 11.793 0.470 22.852
C 13.006 0.849 23.474
C 13.612 2.080 23.247
C 12.961 3.043 22.472
C 11.741 2.700 21.806
S 10.915 3.787 20.667
N 9.284 3.278 20.960
C 9.065 1.996 21.108
C 7.718 1.483 20.844
C 7.117 0.456 21.504
C 5.805 0.147 21.161
C 5.300 0.692 19.991
C 5.987 1.728 19.371
N 7.130 2.192 19.839
H 9.781 0.141 21.289
H 11.318 -0.507 23.083
H 13.464 0.094 24.135
H 14.551 2.263 23.677
H 13.241 4.097 22.431
H 7.650 0.068 22.354
H 5.174 -0.525 21.612
H 4.336 0.362 19.524
H 5.495 2.259 18.543
C 12.370 3.584 16.050
C 11.188 3.720 16.907
C 10.207 2.551 16.729
O 10.459 5.044 16.557
P 9.448 5.769 17.570
O 9.082 4.866 18.692
C 7.990 6.294 16.625
P 6.640 5.034 16.574
O 6.389 4.483 17.957
O 7.016 3.926 15.534
C 6.883 3.870 14.065
C 5.425 3.995 13.588
C 7.880 4.790 13.356
O 5.347 5.703 16.037
C 4.615 6.801 16.705
C 4.876 8.075 15.882
C 3.150 6.394 16.751
O 10.184 6.998 18.181
C 10.932 8.043 17.444
C 10.006 8.793 16.522
C 12.172 7.459 16.827
H 12.869 2.705 16.337
H 12.996 4.439 15.939
H 12.031 3.438 15.054
H 11.381 3.754 17.989
H 9.647 2.512 15.864
H 9.631 2.560 17.610
H 10.676 1.584 16.806
H 8.329 6.725 15.647
H 7.532 7.092 17.224
H 7.126 2.763 13.845
H 5.032 4.947 13.899
H 4.675 3.350 14.066
H 5.401 3.736 12.534
H 7.708 5.824 13.647
H 7.739 4.530 12.279
H 8.902 4.461 13.644
H 4.989 6.932 17.696
H 4.628 8.029 14.793
H 5.988 8.435 15.931
H 4.254 8.881 16.355
H 2.676 6.603 15.767
H 2.784 7.049 17.544
H 2.978 5.369 17.009
H 11.170 8.720 18.247
H 9.768 8.232 15.587
H 10.557 9.665 16.164
H 9.176 9.274 17.017
H 12.025 6.815 15.891
H 12.716 6.894 17.596
H 12.784 8.281 16.500
Se 6.253 7.046 19.888
Te 3.922 6.683 20.473
Te 4.106 4.063 21.072
Se 6.272 4.123 22.333
O 9.248 5.554 23.094
C 9.071 6.344 22.181
O 8.862 6.099 20.976
C 9.339 7.850 22.495
N 9.529 7.858 23.987
C 8.157 8.110 24.647
C 7.284 8.510 23.452
C 8.167 8.830 22.292
H 10.333 8.022 22.041
H 10.198 8.542 24.308
H 9.849 6.853 24.169
H 8.267 8.903 25.410
H 7.781 7.233 25.149
H 6.614 9.336 23.653
H 6.720 7.661 23.053
H 8.643 9.845 22.321
H 7.677 8.592 21.373
```

---

# 3
Here is a single C10H8N2S molecule from OMol25. Energies are from the ωB97M-V functional and the def2-TZVPD basis.

- total charge = 0
- E_LUMO (eV) = -0.382
- multiplicity = 1
- Kohn-Sham gap (eV) = 7.947
- molecular weight (Da) = 188.3
- HOMO level (hartree) = -0.3061
- energy above the lowest of the compared OMol25 structures with the same formula, charge and spin (kcal/mol) = 47.13

The geometry in XYZ format:
```
21
C10H8N2S (the ωB97M-V functional and the def2-TZVPD basis)
C 0.118 -2.731 1.085
C -2.067 0.550 -1.873
C -1.641 1.761 -1.389
C -1.040 -0.396 -1.963
C -0.359 2.031 -0.875
C 0.262 -0.235 -1.537
C 0.530 0.941 -0.832
C 0.722 -0.804 2.346
C 1.773 1.111 -0.116
C 0.843 -1.529 1.217
N -0.632 -3.603 0.938
N 1.340 0.380 2.556
S 2.409 1.073 1.271
H -3.040 0.334 -2.116
H -2.183 2.660 -1.582
H -1.240 -1.437 -2.409
H -0.055 3.017 -0.476
H 0.752 -1.163 -1.400
H 0.300 -1.193 3.345
H 1.514 -1.334 0.342
H 1.692 0.567 3.468
```

---

# 4
Here is a single C19H39ClN2O4S molecule from OMol25. Energies are from the ωB97M-V functional and the def2-TZVPD basis.

- total charge = 0
- E_LUMO (eV) = -0.710
- multiplicity = 1
- Kohn-Sham gap (eV) = 8.364
- SMILES string = CCCCCCCCCCN(NCCCC)C(=O)OCCCCS(=O)(=O)Cl
- molecular weight (Da) = 427.1
- HOMO level (hartree) = -0.3335

The geometry in XYZ format:
```
66
C19H39ClN2O4S (the ωB97M-V functional and the def2-TZVPD basis)
C 2.060 -2.596 3.587
C 1.134 -3.496 2.637
C 1.166 -3.088 1.089
C 0.967 -1.526 0.792
C -0.560 -1.031 0.803
C -1.188 -0.815 2.258
C -0.454 0.283 3.159
C -1.016 1.793 2.919
C 0.106 2.673 2.162
C -0.420 3.408 0.839
N -0.437 2.469 -0.316
N 0.483 2.756 -1.316
C 1.576 1.746 -1.399
C 2.858 2.094 -0.491
C 4.221 1.407 -1.037
C 4.229 -0.191 -0.751
C -1.796 2.273 -0.819
O -2.551 1.544 -0.119
O -2.338 2.867 -1.984
C -2.322 1.936 -3.095
C -3.433 0.790 -2.998
C -2.633 -0.615 -2.887
C -3.596 -1.872 -2.683
S -2.547 -3.413 -2.861
O -2.716 -4.359 -1.693
O -1.085 -3.010 -2.896
Cl -2.942 -4.404 -4.664
H 1.781 -2.871 4.669
H 3.169 -2.812 3.416
H 1.921 -1.476 3.463
H 1.568 -4.564 2.693
H 0.083 -3.574 3.074
H 2.184 -3.383 0.649
H 0.370 -3.684 0.507
H 1.345 -1.358 -0.285
H 1.582 -0.832 1.452
H -0.584 -0.046 0.211
H -1.195 -1.772 0.190
H -1.167 -1.839 2.785
H -2.294 -0.523 2.122
H -0.730 0.046 4.253
H 0.683 0.251 3.118
H -1.126 2.265 3.963
H -2.032 1.802 2.410
H 0.530 3.447 2.891
H 0.928 1.948 1.825
H -1.519 3.691 1.052
H 0.130 4.389 0.676
H 0.942 3.667 -1.209
H 1.959 1.625 -2.480
H 1.211 0.714 -1.057
H 3.075 3.210 -0.400
H 2.748 1.703 0.586
H 5.110 1.821 -0.440
H 4.391 1.641 -2.143
H 3.493 -0.686 -1.466
H 3.909 -0.434 0.321
H 5.269 -0.629 -0.892
H -2.548 2.560 -4.033
H -1.298 1.453 -3.273
H -4.189 0.795 -3.851
H -4.054 0.861 -2.032
H -2.050 -0.758 -3.862
H -1.866 -0.511 -2.046
H -4.069 -1.873 -1.637
H -4.427 -1.887 -3.459
```